Entry 1:
{"formula": "C18H53N3O7", "method": "the ωB97M-V functional and the def2-TZVPD basis", "total_energy_ha": -1408.48487, "smiles": "COC[C@H](C)N.COC[C@H](C)N.COC[C@H](C)N.CCO.CCO.CCO.O", "e_lumo_ev": 0.606, "homo_ha": -0.3354, "elements": ["C", "O", "C", "C", "C", "N", "H", "H", "H", "H", "H", "H", "H", "H", "H", "H", "H", "C", "O", "C", "C", "C", "N", "H", "H", "H", "H", "H", "H", "H", "H", "H", "H", "H", "C", "O", "C", "C", "C", "N", "H", "H", "H", "H", "H", "H", "H", "H", "H", "H", "H", "C", "C", "O", "H", "H", "H", "H", "H", "H", "C", "C", "O", "H", "H", "H", "H", "H", "H", "C", "C", "O", "H", "H", "H", "H", "H", "H", "O", "H", "H"], "coordinates": [[-20.98519, 7.73650, -15.72783], [-20.86201, 8.82174, -16.60606], [-21.61680, 8.69392, -17.79876], [-21.22003, 7.53824, -18.69001], [-19.78809, 7.65577, -19.20586], [-22.14336, 7.54666, -19.83692], [-22.03902, 7.50590, -15.52627], [-20.48754, 7.99411, -14.79228], [-20.48766, 6.83584, -16.10588], [-22.68277, 8.57257, -17.53564], [-21.52058, 9.63892, -18.33394], [-21.28935, 6.59606, -18.13195], [-19.74180, 8.43114, -19.97059], [-19.50179, 6.68888, -19.62746], [-19.08542, 7.89225, -18.40525], [-23.10135, 7.46122, -19.50439], [-21.99683, 6.70033, -20.38005], [-14.50762, 13.86963, -20.58439], [-13.82131, 12.89680, -21.31782], [-14.05646, 11.56837, -20.88198], [-13.39178, 11.24144, -19.55492], [-11.86925, 11.21572, -19.70321], [-13.95676, 9.97700, -19.03612], [-14.28736, 14.85084, -21.00292], [-14.22714, 13.91226, -19.52334], [-15.59912, 13.73526, -20.62980], [-15.13905, 11.39785, -20.82278], [-13.64062, 10.93459, -21.66804], [-13.62528, 12.01169, -18.81869], [-11.56084, 12.13289, -20.21848], [-11.53046, 10.35568, -20.27761], [-11.38267, 11.29141, -18.72875], [-13.65606, 9.20563, -19.62821], [-13.52762, 9.80211, -18.13170], [-16.34625, 12.23374, -16.15218], [-17.32144, 11.23631, -16.37290], [-18.08693, 10.85945, -15.22718], [-19.25464, 11.80433, -15.00857], [-20.02696, 11.43261, -13.75306], [-20.16212, 11.81904, -16.18704], [-15.86281, 12.44465, -17.10153], [-15.60138, 11.87965, -15.42330], [-16.78431, 13.13923, -15.72062], [-18.45085, 9.85955, -15.47990], [-17.40649, 10.77508, -14.36895], [-18.88668, 12.83050, -14.90378], [-20.36484, 10.39567, -13.78351], [-20.88932, 12.07757, -13.59461], [-19.37868, 11.58500, -12.88244], [-20.52059, 10.86184, -16.25629], [-19.54261, 11.85331, -16.99843], [-15.64248, 8.11649, -15.79567], [-16.65552, 6.99930, -15.63130], [-17.11416, 7.04371, -14.28247], [-14.74479, 7.85853, -15.22728], [-16.06840, 9.01931, -15.35868], [-15.36860, 8.31452, -16.82907], [-16.21604, 6.01912, -15.85046], [-17.49082, 7.13059, -16.33390], [-17.70021, 6.29713, -14.13236], [-18.58042, 13.26184, -19.47690], [-18.24626, 12.33905, -20.62653], [-18.94185, 11.09961, -20.52464], [-18.27075, 12.81854, -18.52668], [-19.66006, 13.40845, -19.41086], [-18.09796, 14.23727, -19.57470], [-17.17068, 12.12970, -20.64622], [-18.49502, 12.78910, -21.58937], [-18.36162, 10.49808, -20.03816], [-16.18652, 6.74602, -20.21486], [-15.82149, 5.92672, -21.40782], [-14.45213, 5.53734, -21.28095], [-15.62840, 7.68370, -20.18064], [-15.97740, 6.20802, -19.28758], [-17.23498, 7.04209, -20.19202], [-15.96561, 6.49715, -22.33671], [-16.46711, 5.04646, -21.52433], [-14.23802, 4.95269, -22.01326], [-16.87735, 9.78708, -18.67489], [-17.01907, 10.34479, -17.89283], [-15.91507, 9.80129, -18.82949]]}



Entry 2:
{"formula": "C31H29N6O5PW", "method": "the ωB97M-V functional and the def2-TZVPD basis", "total_energy_ha": -2311.49479, "e_lumo_ev": [-6.453, -7.102], "multiplicity": 3, "homo_ha": [-0.5278, -0.5270], "total_charge": 2, "elements": ["W", "N", "C", "C", "O", "O", "H", "H", "H", "H", "O", "C", "O", "C", "C", "C", "C", "C", "C", "P", "C", "C", "C", "C", "C", "C", "C", "C", "C", "C", "C", "C", "H", "H", "H", "H", "H", "H", "H", "H", "H", "H", "H", "H", "H", "H", "N", "C", "O", "C", "C", "C", "N", "C", "C", "H", "H", "H", "H", "H", "H", "N", "C", "C", "N", "C", "C", "N", "H", "H", "H", "H", "H"], "coordinates": [[0.17040, -0.10172, 0.07590], [-1.03095, 1.38832, 1.95822], [-2.35355, 1.75648, 1.41744], [-2.37570, 1.60408, -0.10763], [-3.16659, 2.12469, -0.82277], [-1.39628, 0.79076, -0.48166], [-1.13926, 0.83389, 2.79992], [-0.53824, 2.22767, 2.24064], [-2.65316, 2.77122, 1.66779], [-3.12074, 1.07622, 1.79123], [2.03488, -1.21878, -0.54934], [1.04195, -1.84932, -1.00988], [0.20234, -1.17158, -1.73063], [0.73165, -3.26924, -0.69596], [1.40173, -4.31723, -1.30854], [0.99627, -5.61837, -1.05164], [-0.07084, -5.86460, -0.19855], [-0.73124, -4.81712, 0.42630], [-0.32420, -3.50839, 0.19421], [-1.11160, -2.04928, 0.97735], [-2.83380, -2.11085, 0.39489], [-3.88294, -2.52619, 1.21148], [-5.16576, -2.61203, 0.69105], [-5.40094, -2.29175, -0.63714], [-4.35359, -1.89056, -1.45625], [-3.06966, -1.79575, -0.94787], [-1.16744, -2.36854, 2.76561], [-0.41400, -3.36746, 3.37722], [-0.46161, -3.52623, 4.75490], [-1.24551, -2.68619, 5.53090], [-2.00002, -1.68704, 4.92846], [-1.95963, -1.52880, 3.55396], [2.21484, -4.10896, -1.99225], [1.50767, -6.43913, -1.53558], [-0.39193, -6.88158, -0.01764], [-1.56595, -5.01266, 1.08862], [-3.70168, -2.78499, 2.24689], [-5.98258, -2.93210, 1.32367], [-6.40282, -2.35398, -1.04016], [-4.53475, -1.65018, -2.49521], [-2.26125, -1.49866, -1.59732], [0.20525, -4.02973, 2.78618], [0.11093, -4.31722, 5.22076], [-1.27976, -2.81533, 6.60428], [-2.62825, -1.04488, 5.53144], [-2.59433, -0.78725, 3.07835], [2.82429, 5.17401, -4.25776], [2.96591, 4.96832, -2.93641], [3.61703, 5.65143, -2.17865], [2.25674, 3.76298, -2.35782], [1.49384, 3.94771, -1.20642], [0.96482, 2.85262, -0.57202], [1.17568, 1.58560, -0.98196], [1.89727, 1.41287, -2.09864], [2.43754, 2.46525, -2.81311], [3.27995, 5.97517, -4.66771], [2.21433, 4.62476, -4.83602], [1.33689, 4.94363, -0.81525], [0.34205, 2.97769, 0.30466], [2.05909, 0.39474, -2.41767], [3.01608, 2.25493, -3.70268], [4.31337, 1.95385, 3.12849], [3.54365, 0.90310, 2.81154], [2.36783, 1.02837, 2.04506], [1.60043, -0.02723, 1.76477], [1.98661, -1.22121, 2.25510], [3.16083, -1.33337, 2.97870], [3.93578, -0.30160, 3.24672], [4.12753, 2.88611, 2.80725], [5.14500, 1.77646, 3.66799], [2.07855, 1.98871, 1.63998], [1.36012, -2.07796, 2.07932], [3.49054, -2.30168, 3.33517]]}



Computed molecular weight (g mol⁻¹) in order:
423.6 780.4
Computed energy relative to the best compared isomer or geometry (same formula, charge and spin) (kcal per mole) in order:
0.00 30.46